(1)
Molecular formula: C6H16
Method: DFT, the ωB97M-V functional and the def2-TZVPD basis

Each line ends with the Löwdin spin population.
Positions of all 22 atoms, in Å:
C 0.95 -0.54 2.48  0.1656
C 0.57 1.50 -2.28  0.0001
C -1.48 0.58 2.03  0.1285
C -0.29 -0.95 -2.52  0.0015
C 0.93 -0.09 -2.21  0.0006
C -0.50 -0.63 2.41  0.2716
H 1.43 -1.48 2.87  0.0045
H -1.10 -0.95 -1.63  0.0008
H 0.45 1.72 -3.32  0.0000
H -0.95 -1.13 3.31  0.0160
H 1.13 0.37 3.17  0.1029
H -0.74 -0.69 -3.46  0.0002
H 1.29 -0.11 1.60  0.0166
H -1.69 1.13 3.01  0.0635
H 0.06 -2.04 -2.52  0.0001
H -0.30 1.81 -1.65  0.0000
H 1.80 -0.25 -2.91  0.0003
H 1.37 2.02 -1.86  0.0000
H -1.07 1.18 1.23  0.0015
H -0.66 -1.49 1.56  0.2102
H 1.28 -0.28 -1.21  0.0001
H -2.50 0.31 1.89  0.0156

## Properties
- LUMO energy (alpha / beta) (eV) = -3.3 / -10.7
- Kohn-Sham gap (alpha / beta) (hartree) = 0.38914 / 0.11815
- E_HOMO (alpha / beta) (eV) = -13.90 / -13.90
- multiplicity = 2
- total charge = +1

=====

(2)
Molecular formula: C6H16
Method: DFT, the ωB97M-V functional and the def2-TZVPD basis

Each line ends with the Löwdin spin population.
Positions of all 22 atoms, in Å:
C 0.85 0.91 -2.42  0.0066
C -1.44 0.60 0.28  0.0869
C 1.86 0.78 -1.26  0.0190
C 0.41 -0.13 1.96  0.1365
C -1.39 -1.80 1.14  0.1313
C -0.60 -0.50 0.80  0.3002
H 0.72 1.87 -2.93  0.0013
H -2.34 0.78 0.88  0.0309
H -1.45 -2.48 0.28  0.0149
H 2.80 1.08 -1.70  0.0046
H 0.03 -1.07 0.07  0.1310
H -2.35 -1.70 1.65  0.0224
H 0.97 0.80 1.79  0.0051
H -0.25 0.04 2.82  0.0438
H 1.14 -0.92 1.97  0.0011
H -1.80 0.46 -0.76  0.0366
H -0.16 0.73 -2.04  0.0020
H 1.56 1.34 -0.37  -0.0001
H -0.88 1.53 0.18  0.0015
H 1.97 -0.26 -0.97  0.0066
H -0.79 -2.34 1.86  0.0173
H 1.15 0.27 -3.25  0.0003

## Properties
- LUMO energy (alpha / beta) (eV) = -2.9 / -10.3
- Kohn-Sham gap (alpha / beta) (hartree) = 0.44757 / 0.17388
- E_HOMO (alpha / beta) (eV) = -15.11 / -15.03
- multiplicity = 2
- total charge = +1

=====

(3)
Molecular formula: C6H16AlI2N2O3
Method: DFT, the ωB97M-V functional and the def2-TZVPD basis

Each line ends with the Löwdin charge.
Positions of all 30 atoms, in Å:
I 0.83 -3.35 -2.23  0.1991
I 0.79 0.78 -2.79  0.2391
Al 1.96 -1.12 -1.46  -0.6844
O -1.42 -2.33 1.50  0.0363
O 3.62 -1.18 -1.92  -0.3406
O 0.83 4.72 -1.24  0.0128
N 1.69 3.07 0.05  0.0115
N -2.50 -3.33 -0.21  0.0117
C 2.53 2.54 1.10  -0.0829
C -3.70 -2.90 1.89  -0.0239
C 1.59 4.36 -0.35  -0.5614
C -2.43 -2.82 1.05  -0.5531
C 2.46 5.38 0.37  -0.0244
C -3.65 -3.94 -0.84  -0.0917
H 1.77 -0.89 0.09  -0.0997
H 3.52 5.15 0.26  0.0770
H 1.16 2.38 -0.46  0.0292
H -1.67 -3.29 -0.78  0.0207
H 2.25 6.35 -0.07  0.0730
H 3.79 -1.10 -2.86  -0.0025
H 1.92 2.04 1.86  0.0846
H 3.09 3.33 1.59  0.0624
H -3.94 -3.40 -1.74  0.0826
H -4.50 -3.95 -0.16  0.0615
H -4.03 -3.93 2.04  0.0747
H -4.52 -2.35 1.43  0.0763
H 3.24 1.81 0.71  0.0825
H -3.44 -4.98 -1.13  0.0805
H -3.47 -2.45 2.86  0.0748
H 2.23 5.41 1.44  0.0742

## Properties
- LUMO energy (eV) = 2.7
- Kohn-Sham gap (hartree) = 0.29905
- E_HOMO (eV) = -5.42
- multiplicity = 1
- total charge = -1

=====

(4)
Molecular formula: C6H16BeCl3NO5Y
Method: DFT, the ωB97M-V functional and the def2-TZVPD basis

Each line ends with the Löwdin charge.
Positions of all 33 atoms, in Å:
Y -29.59 -0.96 16.42  2.0526
Cl -27.80 5.15 8.83  1.0418
Cl -27.16 2.99 6.45  1.0461
Cl -29.49 0.44 12.53  0.5975
O -30.67 0.60 11.83  -0.2413
O -28.47 1.41 12.28  -0.2574
O -28.84 -0.80 12.27  -0.4904
O -29.96 0.24 13.88  -0.5218
O -33.66 -0.84 12.31  -0.0983
N -31.91 -2.82 13.04  0.2420
C -34.17 -1.87 13.19  -0.1184
C -33.38 -3.10 12.92  -0.3332
C -27.81 2.45 8.03  -0.4684
C -33.73 -4.24 13.82  -0.0145
C -27.54 3.43 9.16  -0.5068
C -33.95 0.49 12.59  -0.0474
Be -27.12 -2.84 13.19  0.9149
H -31.67 -2.51 13.97  0.1252
H -33.39 0.91 13.42  0.1111
H -31.69 -2.14 12.33  0.1478
H -26.53 3.36 9.56  0.1527
H -27.06 1.67 8.18  0.1337
H -34.99 0.80 12.45  0.1389
H -33.52 -3.39 11.88  0.1834
H -34.15 -1.67 14.26  0.1504
H -31.42 -3.66 12.76  0.1762
H -33.33 -5.12 13.31  0.1105
H -28.84 2.10 7.96  0.1482
H -33.48 1.06 11.79  0.0999
H -34.74 -4.63 13.77  0.1290
H -28.18 3.16 10.01  0.1142
H -35.22 -2.12 13.00  0.1788
H -33.46 -4.16 14.88  0.1030

## Properties
- LUMO energy (eV) = -21.2
- Kohn-Sham gap (hartree) = 0.05824
- E_HOMO (eV) = -22.79
- multiplicity = 1
- total charge = +5

=====

(5)
Molecular formula: C6H16Br2FNO2P
Method: DFT, the ωB97M-V functional and the def2-TZVPD basis

Each line ends with the Löwdin charge.
Positions of all 29 atoms, in Å:
Br 1.60 -3.15 -2.62  0.5974
Br 1.90 0.48 -2.11  0.7360
P -0.67 -0.33 0.94  0.4787
F -0.63 -1.52 2.22  -0.4159
O -1.79 3.11 1.58  0.0219
O -2.60 2.52 -0.38  0.1094
N 1.73 0.34 2.25  -0.1003
C -2.58 -0.29 0.97  -0.3444
C -3.18 1.06 1.40  -0.1927
C 2.40 -1.80 -3.76  -0.7108
C 3.14 -0.76 -2.96  -0.6859
C 1.27 -0.23 0.97  -0.4721
C -2.53 2.27 0.77  -0.5879
H 1.60 -1.38 -4.37  0.0462
H -3.17 1.12 2.49  0.1027
H -0.67 0.74 1.94  -0.0097
H 1.45 1.30 2.34  0.0218
H 1.38 -0.22 3.02  0.0339
H 3.75 -1.19 -2.17  0.0520
H -2.97 -0.62 0.00  0.0630
H -1.05 2.57 1.92  0.0663
H -0.66 -1.43 -0.01  -0.0195
H -4.23 1.10 1.10  0.1070
H 1.57 0.48 0.19  -0.0770
H 1.72 -1.21 0.80  0.0546
H -2.95 -1.03 1.69  0.0557
H -0.69 0.59 -0.19  -0.0267
H 3.76 -0.15 -3.61  0.0484
H 3.09 -2.35 -4.40  0.0480

## Properties
- LUMO energy (eV) = 2.6
- Kohn-Sham gap (hartree) = 0.22876
- E_HOMO (eV) = -3.59
- multiplicity = 1
- total charge = -1

=====

(6)
Molecular formula: C6H16BrCuN2O2
Method: DFT, the ωB97M-V functional and the def2-TZVPD basis

Each line ends with the Löwdin spin population.
Positions of all 28 atoms, in Å:
Br -0.80 1.58 -1.54  0.9393
Cu 0.18 3.79 -2.64  0.0467
O 1.38 -3.51 -3.09  0.0023
O -1.02 0.77 4.14  0.0003
N -1.05 2.47 2.53  0.0003
N 1.33 -1.43 -2.01  0.0014
C 2.05 -2.01 -0.81  0.0000
C -0.72 -2.37 -3.36  0.0006
C 0.83 0.72 2.66  0.0018
C -0.43 1.26 3.25  0.0000
C -2.40 2.13 1.90  0.0000
C 0.69 -2.59 -2.89  0.0000
H -0.97 -1.31 -3.44  0.0009
H 1.37 -2.71 -0.33  0.0000
H 1.88 -0.75 -2.55  0.0001
H -2.72 3.00 1.33  -0.0001
H 3.01 -2.41 -1.15  0.0000
H -3.04 1.99 2.76  0.0000
H -0.81 -2.94 -4.28  0.0000
H -0.42 2.96 1.91  0.0009
H -1.28 -2.90 -2.58  0.0000
H 1.66 1.44 2.63  0.0000
H 1.15 -0.15 3.23  0.0001
H -1.16 3.12 3.32  0.0000
H 2.32 -1.19 -0.15  0.0000
H -2.24 1.29 1.23  -0.0003
H 0.59 -0.78 -1.68  0.0029
H 0.65 0.53 1.59  0.0030

## Properties
- LUMO energy (alpha / beta) (eV) = -12.2 / -16.0
- Kohn-Sham gap (alpha / beta) (hartree) = 0.30782 / 0.16872
- E_HOMO (alpha / beta) (eV) = -20.57 / -20.56
- multiplicity = 2
- total charge = +3

=====

(7)
Molecular formula: C6H16Cl6N3O6
Method: DFT, the ωB97M-V functional and the def2-TZVPD basis

Each line ends with the Löwdin charge.
Positions of all 37 atoms, in Å:
Cl -0.99 2.91 4.16  0.5689
Cl 0.07 -0.09 -2.47  0.9289
Cl 2.70 0.82 0.31  0.8396
Cl 1.46 0.40 3.32  0.5323
Cl -0.73 -0.18 -5.68  0.5183
Cl -0.44 0.86 1.69  0.8215
O 1.55 -1.28 -0.63  -0.2735
O -1.30 -1.86 -1.89  -0.1636
O -1.09 -2.88 -0.26  0.0185
O 0.66 -2.91 -1.68  -0.0047
O -1.02 -0.80 -0.03  -0.0448
O 2.46 -3.23 -0.70  0.0062
N -1.35 -1.79 -0.68  -0.5079
N 0.52 0.36 0.05  -0.3466
N 1.56 -2.47 -0.98  -0.5480
C -1.41 0.48 -3.06  -0.6024
C -2.23 2.50 3.04  -0.7008
C 2.82 -0.58 2.66  -0.5784
C -1.34 1.06 -4.54  -0.6175
C 2.86 -0.76 1.17  -0.4827
C -2.07 1.14 2.40  -0.5032
H -2.28 1.40 -4.97  0.0509
H -0.70 1.94 -4.57  0.0533
H -2.21 3.33 2.34  0.0619
H 0.59 0.53 -0.94  -0.0576
H -2.87 0.83 1.72  0.0845
H 1.47 0.18 0.35  -0.2515
H 3.73 -0.08 3.01  0.0601
H -3.17 2.41 3.60  0.0670
H -0.10 -0.43 0.08  -0.2642
H -2.16 0.35 3.14  0.0707
H 2.74 -1.61 3.01  0.0831
H 3.87 -0.98 0.82  0.0884
H -1.84 1.10 -2.27  0.0785
H 2.15 -1.56 0.92  0.0875
H 0.24 1.21 0.53  -0.1356
H -2.13 -0.33 -2.95  0.0628

## Properties
- LUMO energy (eV) = 2.6
- Kohn-Sham gap (hartree) = 0.26577
- E_HOMO (eV) = -4.68
- multiplicity = 1
- total charge = -1

=====

(8)
Molecular formula: C6H16ClO6PSSi2Tl
Method: DFT, the ωB97M-V functional and the def2-TZVPD basis

Each line ends with the Löwdin charge.
Positions of all 34 atoms, in Å:
Tl 0.00 2.35 -0.98  1.1661
Cl -1.85 -4.05 -1.09  0.6101
S -4.75 0.08 1.23  0.6543
P -1.35 -2.56 0.16  0.7342
Si -0.43 -0.82 -1.08  0.5273
Si -2.93 0.49 -1.09  0.6252
O -3.88 -0.07 2.37  -0.3312
O -0.14 -3.07 1.08  -0.2143
O -4.94 -1.11 0.44  -0.3814
O 4.77 1.36 -0.12  0.2185
O 2.87 1.37 1.13  0.0165
O -1.21 0.64 -0.65  -0.6505
C -4.00 1.38 0.18  -0.3106
C 1.48 -0.77 -0.81  -0.1867
C 4.12 0.87 0.71  -0.4800
C 4.63 -0.37 1.49  0.0571
C 2.04 1.73 0.06  -0.3168
C 2.01 0.69 -1.18  -0.1934
H 2.97 0.61 -1.73  0.1534
H -0.78 -1.09 -2.48  0.0605
H -3.06 1.13 -2.41  0.0356
H 1.26 1.11 -1.98  0.0524
H -3.45 2.04 0.87  0.0842
H -0.52 -3.52 1.88  0.1514
H 1.80 -1.14 0.18  0.0879
H 5.20 -0.03 2.37  0.1183
H -4.77 2.00 -0.32  0.0985
H 2.26 2.74 -0.36  0.1274
H 3.73 -0.87 1.90  0.0779
H 0.96 1.79 0.52  0.0560
H 1.90 -1.46 -1.58  0.1212
H 5.21 -1.04 0.85  0.1069
H -3.19 -0.95 -1.21  -0.0128
H -5.97 0.54 1.67  0.1368

## Properties
- LUMO energy (eV) = -16.4
- Kohn-Sham gap (hartree) = 0.09305
- E_HOMO (eV) = -18.93
- multiplicity = 1
- total charge = +3

=====

(9)
Molecular formula: C6H16CsO6S2
Method: DFT, the ωB97M-V functional and the def2-TZVPD basis

Each line ends with the Löwdin charge.
Positions of all 31 atoms, in Å:
Cs -3.18 -1.94 -0.70  1.1132
S -0.99 -0.03 -3.59  0.6176
S 0.57 -1.97 1.46  0.6065
O 1.68 -2.66 0.90  -0.2338
O -0.38 0.76 -2.31  -0.2616
O -2.36 -0.39 -3.32  -0.4089
O 0.98 -0.50 1.94  -0.2551
O -0.70 -1.78 0.78  -0.4924
O -0.01 -1.01 -3.96  -0.2446
C 0.10 -2.74 3.04  -0.0858
C 2.42 0.97 3.17  -0.0603
C -1.26 1.45 -0.13  -0.0573
C -1.17 1.74 -1.61  -0.2596
C 2.34 -0.34 2.43  -0.2536
C -1.04 1.32 -4.81  -0.0733
H 1.02 -2.84 3.60  0.0670
H -0.59 -2.03 3.48  0.0720
H 2.58 -1.18 3.09  0.1158
H -2.04 1.29 -5.24  0.0715
H -0.79 2.76 -1.76  0.1291
H 1.68 1.10 3.97  0.0846
H -1.63 0.45 0.06  0.0024
H 2.26 1.86 2.56  0.0821
H -2.16 1.67 -2.06  0.1115
H 3.08 -0.41 1.64  0.1284
H -0.33 -3.73 2.90  0.0756
H -2.05 2.07 0.32  0.0930
H 3.40 1.02 3.65  0.0896
H -0.80 2.27 -4.33  0.0671
H -0.28 1.14 -5.57  0.0757
H -0.35 1.65 0.42  0.0837

## Properties
- LUMO energy (eV) = -3.0
- Kohn-Sham gap (hartree) = 0.41444
- E_HOMO (eV) = -14.24
- multiplicity = 1
- total charge = +1